Entry from the OMol25 dataset: one molecule with the formula C9H7NO3 at a distorted geometry (ωB97M-V/def2-TZVPD).

Geometry as XYZ:
```
20
Properties=species:S:1:pos:R:3:forces:R:3
C 0.066 0.095 0.351 -0.7 2.5 -1.6
C -1.396 0.145 0.090 4.3 3.2 0.7
H -1.819 3.514 -0.305 0.8 1.0 0.4
O 4.193 -0.316 -0.381 -2.8 0.9 0.3
C 1.937 -1.409 0.077 2.9 0.1 2.4
H 1.861 1.336 0.685 3.6 0.0 1.6
C 0.700 -1.156 0.550 2.4 -2.2 1.8
C 2.977 -0.194 -0.466 -0.6 -3.6 -2.3
C -1.937 1.491 -0.149 -2.8 -3.6 -0.2
H 2.370 0.527 -1.205 1.8 -1.0 1.4
O -3.210 -1.302 -0.517 3.8 1.9 2.4
N -1.996 -1.162 0.001 -4.3 -2.9 -3.8
H -3.136 1.331 -0.362 3.2 1.3 0.4
O -1.333 -2.202 0.106 -1.1 2.0 0.5
H 0.737 3.417 0.448 0.2 0.4 0.0
C 0.171 2.523 0.258 2.2 -0.5 -1.2
H 0.388 -1.941 1.306 -0.2 1.4 -1.3
C -1.172 2.689 -0.078 -1.5 -4.0 0.0
H 2.375 -2.398 0.660 -0.4 2.7 -2.3
C 0.986 1.301 0.219 -10.7 0.3 0.9
```
Forces are in eV/Å.

Values from the calculation:
**HOMO**: -9.49 eV
**F_max**: 10.8 eV/A
**SMILES string**: O=C/C=C\c1ccccc1[N+](=O)[O-]
**Total energy**: -627.32121 a.u.
**Relative energy (zero: lowest compared OMol25 entry of this formula, charge and spin)**: 202.1 kcal/mol
**Gap between HOMO and LUMO**: 7.842 eV
**LUMO level**: -1.648 eV